1.
Formula: C7H10
Source: OMol25
Level of theory: ωB97M-V/def2-TZVPD

The geometry in XYZ format:
```
17
C7H10 | OMol25 | ωB97M-V/def2-TZVPD
C 0.58 -2.07 -0.80
C 1.03 -1.11 0.00
C 2.12 -0.20 0.32
C 1.32 0.92 0.90
C 0.97 -0.48 1.30
H -0.31 -2.64 -0.54
H 1.08 -2.31 -1.73
H 3.17 -0.40 0.44
H 0.63 1.48 0.26
H 1.82 1.52 1.65
H 1.02 -0.92 2.29
C -2.00 0.42 -0.64
C -2.49 1.65 -0.73
H -1.64 -0.13 -1.50
H -1.91 -0.09 0.32
H -2.56 2.16 -1.69
H -2.84 2.20 0.14
```

Results
Total energy   -7417.050 eV
Gap between HOMO and LUMO   9.678 eV
ΔE to the lowest compared entry with this formula, charge and spin   91.9 kcal/mol
E_HOMO   -8.53 eV



2.
Formula: C46H34BF9N2O
Source: OMol25
Level of theory: ωB97M-V/def2-TZVPD

The geometry in XYZ format:
```
93
C46H34BF9N2O | OMol25 | ωB97M-V/def2-TZVPD
C 5.32 -1.70 -2.51
N 4.47 -1.07 -1.53
C 4.89 -0.11 -0.64
O 6.04 0.28 -0.49
C 3.65 0.35 0.15
C 3.34 1.85 -0.02
C 3.08 2.19 -1.47
C 4.14 2.57 -2.29
C 3.93 2.85 -3.64
C 2.64 2.72 -4.18
C 1.58 2.35 -3.36
C 1.79 2.13 -1.99
N 2.59 -0.51 -0.36
C 1.36 -0.62 0.22
C 0.38 -1.43 -0.29
C -0.83 -1.85 0.47
C -1.94 -2.72 -0.12
C -2.97 -3.12 0.73
C -4.06 -3.86 0.27
C -4.11 -4.22 -1.09
C -3.11 -3.74 -1.96
C -2.02 -3.00 -1.48
C 3.05 -1.40 -1.46
C 2.79 -2.84 -1.18
C 3.29 -3.41 -0.07
C 2.98 -4.75 0.40
C 3.58 -5.22 1.59
C 3.42 -6.53 2.01
C 2.60 -7.40 1.28
C 1.93 -6.94 0.13
C 2.10 -5.62 -0.29
H 6.34 -1.34 -2.41
H 5.30 -2.79 -2.38
H 4.95 -1.48 -3.52
H 3.84 0.14 1.22
H 2.47 2.09 0.59
H 4.22 2.40 0.34
H 5.14 2.63 -1.86
H 4.76 3.15 -4.27
H 2.48 2.91 -5.24
H 0.58 2.21 -3.77
H 0.95 1.90 -1.33
H 1.29 -0.14 1.20
H 0.42 -1.76 -1.33
H -1.29 -0.93 0.58
H -0.59 -2.19 1.52
H -2.81 -2.96 1.80
H -4.89 -4.15 0.95
H -4.92 -4.87 -1.45
H -3.22 -3.95 -3.03
H -1.18 -2.73 -2.12
H 2.57 -1.13 -2.41
H 2.22 -3.40 -1.93
H 3.98 -2.84 0.57
H 4.20 -4.52 2.16
H 3.93 -6.89 2.91
H 2.48 -8.44 1.60
H 1.28 -7.61 -0.43
H 1.57 -5.24 -1.17
F 0.64 5.48 5.23
C -0.16 4.74 4.40
C -1.48 4.49 4.76
C -2.28 3.84 3.83
F -3.56 3.53 4.22
C -1.90 3.53 2.51
B -2.97 3.09 1.46
C -4.32 2.39 1.83
C -4.60 1.04 2.15
F -3.59 0.09 2.03
C -5.87 0.60 2.48
C -6.92 1.51 2.42
F -8.17 1.12 2.83
C -6.77 2.80 1.94
C -5.46 3.19 1.68
F -5.28 4.45 1.16
C -2.61 3.14 -0.07
C -2.56 2.10 -1.04
F -2.46 0.76 -0.64
C -2.47 2.34 -2.40
C -2.19 3.65 -2.79
F -1.99 3.87 -4.12
C -2.04 4.70 -1.89
C -2.29 4.41 -0.56
F -2.24 5.45 0.33
C -0.49 3.65 2.32
F 0.06 3.14 1.15
C 0.39 4.23 3.23
H -1.87 4.83 5.71
H -6.03 -0.43 2.75
H -7.62 3.45 1.76
H -2.55 1.52 -3.09
H -1.77 5.70 -2.22
H 1.44 4.31 3.03
```

Results
Total energy   -78413.976 eV
Gap between HOMO and LUMO   6.474 eV
E_HOMO   -7.42 eV



3.
Formula: C10H13NO
Source: OMol25
Level of theory: ωB97M-V/def2-TZVPD

The geometry in XYZ format:
```
25
C10H13NO | OMol25 | ωB97M-V/def2-TZVPD
C -1.54 1.98 0.59
C -1.42 0.77 -0.29
N -2.34 -0.29 0.11
C -1.99 -1.53 -0.42
C -0.65 -1.94 0.20
C 0.43 -0.90 0.07
C 1.72 -1.19 0.09
C 2.71 -0.25 -0.05
O 4.03 -0.56 0.29
C 2.37 1.12 -0.26
C 0.98 1.37 -0.44
C 0.04 0.39 -0.21
H -2.49 2.62 0.66
H -0.86 2.78 0.33
H -1.25 1.59 1.63
H -1.74 1.00 -1.33
H -2.48 -0.44 1.13
H -1.84 -1.52 -1.55
H -2.85 -2.18 -0.28
H -0.79 -2.32 1.19
H -0.50 -2.84 -0.38
H 2.10 -2.19 0.31
H 4.58 0.27 -0.08
H 3.20 1.88 -0.40
H 0.59 2.38 -0.90
```

Results
Total energy   -14117.013 eV
Gap between HOMO and LUMO   9.260 eV
ΔE to the lowest compared entry with this formula, charge and spin   32.8 kcal/mol
E_HOMO   -8.44 eV



4.
Formula: C2H7PS
Source: OMol25
Level of theory: ωB97M-V/def2-TZVPD

The geometry in XYZ format:
```
11
C2H7PS | OMol25 | ωB97M-V/def2-TZVPD
C 0.98 -0.23 -1.35
C -0.72 -0.50 -0.42
P -0.14 -0.32 1.40
S -0.09 1.77 1.68
H 1.21 0.77 -1.09
H 1.57 -1.07 -1.10
H 0.59 -0.28 -2.36
H -1.18 -1.47 -0.59
H -1.16 0.46 -0.93
H -1.40 -0.43 1.81
H 0.32 1.30 2.95
```

Results
Total energy   -22309.389 eV
Gap between HOMO and LUMO   9.678 eV
ΔE to the lowest compared entry with this formula, charge and spin   52.2 kcal/mol
E_HOMO   -8.76 eV



5.
Formula: C3H6O2
Source: OMol25
Level of theory: ωB97M-V/def2-TZVPD

The geometry in XYZ format:
```
11
C3H6O2 | OMol25 | ωB97M-V/def2-TZVPD
O -1.77 -3.02 -1.79
C -1.00 -2.55 -1.01
O -0.87 -1.22 -0.86
H -0.30 -3.17 -0.44
H -0.26 -1.05 -0.16
C 0.37 2.10 1.21
C 1.01 1.58 0.18
H 0.74 2.03 2.23
H -0.58 2.61 1.12
H 1.95 1.06 0.36
H 0.71 1.63 -0.85
```

Results
Total energy   -7302.202 eV
Gap between HOMO and LUMO   11.325 eV
ΔE to the lowest compared entry with this formula, charge and spin   34.0 kcal/mol
E_HOMO   -10.62 eV



6.
Formula: C5H5BrClN3O2
Source: OMol25
Level of theory: ωB97M-V/def2-TZVPD

The geometry in XYZ format:
```
17
C5H5BrClN3O2 | OMol25 | ωB97M-V/def2-TZVPD
N 1.94 0.05 1.13
C 0.57 0.29 0.98
Cl -0.17 1.20 2.37
N -0.20 -0.90 1.05
C -1.24 -1.00 0.34
C -1.67 -0.02 -0.71
Br -3.33 0.69 0.08
C -0.78 1.14 -1.00
C 0.32 1.25 -0.27
N 1.22 2.35 -0.52
O 1.97 2.72 0.36
O 1.04 2.93 -1.57
H 2.60 0.71 0.78
H 2.28 -0.18 2.05
H -1.83 -1.79 0.44
H -2.11 -0.43 -1.56
H -1.14 1.69 -1.77
```

Results
Total energy   -96391.976 eV
Gap between HOMO and LUMO   8.983 eV
ΔE to the lowest compared entry with this formula, charge and spin   3.0 kcal/mol
E_HOMO   -10.18 eV



7.
Formula: C6H11NS
Source: OMol25
Level of theory: ωB97M-V/def2-TZVPD

The geometry in XYZ format:
```
19
C6H11NS | OMol25 | ωB97M-V/def2-TZVPD
C -1.92 -0.20 0.85
N -1.83 0.33 -0.55
C -0.33 0.28 -1.02
C 0.59 1.34 -0.31
C 1.71 0.78 0.58
S 3.09 -0.09 -0.23
C 1.56 -0.74 0.38
C 0.42 -1.03 -0.63
H -1.67 0.38 1.88
H -1.24 -1.20 0.94
H -3.05 -0.68 0.82
H -2.49 -0.13 -1.14
H -0.34 0.39 -2.14
H 0.86 2.09 -0.93
H 0.06 1.74 0.71
H 2.37 1.50 1.43
H 1.56 -1.38 1.18
H -0.09 -1.92 -0.32
H 0.75 -1.46 -1.50
```

Results
Total energy   -18721.431 eV
Gap between HOMO and LUMO   9.372 eV
ΔE to the lowest compared entry with this formula, charge and spin   93.7 kcal/mol
E_HOMO   -8.49 eV



8.
Formula: C17H25NO2
Source: OMol25
Level of theory: ωB97M-V/def2-TZVPD

The geometry in XYZ format:
```
45
C17H25NO2 | OMol25 | ωB97M-V/def2-TZVPD
C -2.00 -6.00 3.14
C -1.53 -5.25 1.93
C -0.22 -5.36 1.48
C 0.21 -4.66 0.37
C -0.65 -3.82 -0.32
C -0.16 -3.04 -1.51
C 0.65 -1.81 -1.07
C -0.22 -0.82 -0.31
O 0.59 0.30 0.06
C -0.03 1.33 0.62
O -1.21 1.35 0.85
C 0.94 2.46 0.91
N 0.99 3.35 -0.24
C 2.15 4.22 -0.22
C 2.25 4.99 -1.53
C 1.00 5.81 -1.76
C -0.22 4.89 -1.69
C -0.23 4.14 -0.37
C -1.96 -3.71 0.12
C -2.40 -4.42 1.23
H -3.04 -6.30 3.03
H -1.93 -5.36 4.02
H -1.39 -6.88 3.31
H 0.47 -6.01 2.01
H 1.24 -4.77 0.04
H 0.48 -3.67 -2.12
H -1.01 -2.72 -2.12
H 1.07 -1.31 -1.95
H 1.47 -2.12 -0.43
H -1.05 -0.45 -0.94
H -0.64 -1.27 0.59
H 1.93 2.03 1.06
H 0.62 2.98 1.83
H 3.04 3.60 -0.08
H 2.10 4.94 0.63
H 2.37 4.27 -2.34
H 3.14 5.62 -1.51
H 1.04 6.32 -2.72
H 0.92 6.58 -0.98
H -0.17 4.17 -2.51
H -1.14 5.47 -1.79
H -1.08 3.46 -0.33
H -0.32 4.86 0.46
H -2.65 -3.07 -0.41
H -3.42 -4.32 1.56
```

Results
Total energy   -23620.447 eV
Gap between HOMO and LUMO   9.688 eV
ΔE to the lowest compared entry with this formula, charge and spin   18.7 kcal/mol
E_HOMO   -8.74 eV



9.
Formula: C3H8N3O
Source: OMol25
Level of theory: ωB97M-V/def2-TZVPD

The geometry in XYZ format:
```
15
C3H8N3O | OMol25 | ωB97M-V/def2-TZVPD
C 3.36 -0.56 -0.31
C -1.75 -1.20 0.11
C -1.68 0.18 -0.49
N 2.39 0.20 -0.06
N 1.47 0.79 0.23
N -1.18 1.12 0.63
O -1.25 -1.47 1.19
H 3.55 -1.36 -1.11
H 4.24 -0.45 0.30
H -2.24 -1.90 -0.54
H -2.60 0.46 -1.04
H -0.97 0.20 -1.34
H -0.19 0.85 0.76
H -1.87 1.12 1.47
H -1.28 2.01 0.21
```

Results
Total energy   -9748.709 eV
Net charge   +1
Gap between HOMO and LUMO   9.031 eV
ΔE to the lowest compared entry with this formula, charge and spin   86.6 kcal/mol
E_HOMO   -12.66 eV



10.
Formula: C42H106N6O14
Source: OMol25
Level of theory: ωB97M-V/def2-TZVPD

The geometry in XYZ format:
```
168
C42H106N6O14 | OMol25 | ωB97M-V/def2-TZVPD
C -3.12 0.06 -7.79
O -2.78 -0.32 -6.47
C -2.92 -1.72 -6.26
C -2.33 -2.11 -4.92
N -2.15 -3.57 -4.86
C -0.87 -3.99 -4.35
C -0.80 -4.15 -2.82
O -1.12 -2.92 -2.18
C -0.03 -2.01 -2.13
H -2.54 -0.49 -8.54
H -2.75 1.08 -7.93
H -4.20 -0.03 -7.92
H -2.45 -2.28 -7.08
H -4.00 -1.96 -6.27
H -3.01 -1.83 -4.12
H -1.40 -1.56 -4.83
H -2.86 -3.99 -4.27
H -0.02 -3.36 -4.59
H -0.49 -4.92 -4.80
H 0.18 -4.54 -2.53
H -1.53 -4.90 -2.50
H 0.44 -1.88 -3.11
H 0.80 -2.43 -1.55
H -0.40 -1.09 -1.69
C -0.69 3.58 2.73
O 0.61 3.05 2.93
C 1.32 3.67 3.97
C 0.59 3.92 5.31
N 0.02 2.72 5.89
C -0.82 3.01 7.05
C -1.51 1.77 7.60
O -2.80 1.51 7.07
C -2.78 1.11 5.72
H -0.68 4.66 2.85
H -1.32 3.20 3.56
H -1.19 3.21 1.85
H 1.58 4.69 3.63
H 2.26 3.15 4.16
H -0.13 4.72 5.05
H 1.32 4.36 5.98
H -0.53 2.25 5.19
H -1.63 3.72 6.78
H -0.23 3.57 7.78
H -1.74 1.96 8.65
H -0.84 0.90 7.64
H -3.79 0.81 5.43
H -2.04 0.34 5.50
H -2.58 1.98 5.08
C 1.23 2.82 -0.93
O 2.61 2.77 -0.60
C 3.05 4.03 -0.07
C 4.51 3.91 0.31
N 5.38 4.08 -0.83
C 6.77 3.83 -0.47
C 7.75 4.24 -1.54
O 9.05 4.13 -0.97
C 10.05 4.46 -1.90
H 1.08 3.50 -1.78
H 0.62 3.04 -0.05
H 0.93 1.80 -1.19
H 2.43 4.22 0.81
H 2.92 4.81 -0.82
H 4.70 3.04 0.97
H 4.71 4.75 0.99
H 5.14 3.51 -1.63
H 6.94 2.79 -0.15
H 7.03 4.43 0.41
H 7.55 5.24 -1.91
H 7.73 3.52 -2.37
H 11.03 4.41 -1.40
H 9.97 5.47 -2.29
H 10.12 3.71 -2.69
C 0.86 -0.71 4.69
O 1.88 -1.50 4.17
C 1.89 -2.85 4.62
C 3.34 -3.32 4.71
N 4.08 -2.66 5.76
C 4.55 -1.33 5.41
C 5.65 -0.91 6.37
O 6.68 -1.88 6.41
C 7.38 -1.87 7.64
H 0.81 0.24 4.14
H 0.87 -0.42 5.75
H -0.12 -1.20 4.59
H 1.36 -3.44 3.86
H 1.41 -2.99 5.59
H 3.80 -3.17 3.72
H 3.25 -4.40 4.84
H 4.91 -3.17 6.02
H 3.82 -0.52 5.45
H 4.90 -1.29 4.36
H 5.24 -0.68 7.36
H 6.07 0.06 6.07
H 7.99 -0.96 7.66
H 8.04 -2.73 7.72
H 6.69 -1.88 8.48
C -3.64 -7.05 0.58
O -4.31 -5.83 0.49
C -3.58 -4.81 -0.16
C -4.50 -3.90 -0.94
N -5.17 -4.58 -2.08
C -6.08 -3.65 -2.75
C -6.09 -3.89 -4.25
O -6.67 -5.09 -4.72
C -8.06 -5.16 -4.56
H -4.28 -7.76 1.12
H -2.65 -6.97 1.05
H -3.45 -7.53 -0.39
H -2.68 -5.16 -0.66
H -3.16 -4.17 0.64
H -3.96 -3.06 -1.37
H -5.25 -3.53 -0.23
H -5.73 -5.28 -1.59
H -5.73 -2.62 -2.66
H -7.09 -3.72 -2.33
H -5.02 -3.94 -4.52
H -6.44 -3.02 -4.83
H -8.41 -4.55 -3.71
H -8.35 -6.18 -4.32
H -8.60 -4.71 -5.41
C -5.21 1.06 -4.36
O -5.06 1.75 -3.14
C -4.00 1.26 -2.36
C -2.62 1.20 -2.97
N -2.27 2.58 -3.37
C -1.24 2.66 -4.41
C -0.69 4.07 -4.46
O -1.62 4.89 -5.16
C -1.24 6.23 -5.16
H -5.34 -0.02 -4.19
H -4.32 1.19 -4.98
H -6.15 1.37 -4.81
H -4.28 0.26 -1.98
H -3.96 1.78 -1.40
H -2.57 0.55 -3.86
H -1.88 0.84 -2.26
H -3.11 3.02 -3.75
H -1.55 2.29 -5.39
H -0.46 1.97 -4.06
H 0.27 4.17 -4.99
H -0.52 4.43 -3.44
H -1.24 6.76 -4.20
H -1.92 6.79 -5.80
H -0.21 6.32 -5.54
C -1.30 -1.69 1.47
C -2.33 -0.69 0.98
C -1.82 0.76 1.03
O -2.61 -0.96 -0.40
H -1.52 -2.68 1.06
H -1.27 -1.77 2.56
H -0.30 -1.47 1.09
H -3.25 -0.72 1.58
H -2.34 1.39 0.31
H -0.75 0.74 0.80
H -2.03 1.16 2.02
H -2.53 -1.91 -0.55
C 4.68 -0.98 -0.09
C 3.16 -0.85 -0.02
C 2.66 0.07 1.06
O 2.71 -0.27 -1.28
H 5.03 -0.99 0.96
H 5.13 -0.07 -0.49
H 5.09 -1.91 -0.50
H 2.73 -1.85 -0.02
H 3.13 1.05 1.01
H 2.75 -0.30 2.09
H 1.57 0.12 0.94
H 2.76 0.69 -1.17
```

Results
Total energy   -82869.327 eV
Gap between HOMO and LUMO   9.082 eV
ΔE to the lowest compared entry with this formula, charge and spin   0.0 kcal/mol
E_HOMO   -8.50 eV



11.
Formula: C4H8O2
Source: OMol25
Level of theory: ωB97M-V/def2-TZVPD

The geometry in XYZ format:
```
14
C4H8O2 | OMol25 | ωB97M-V/def2-TZVPD
C -2.37 0.12 0.16
O -1.25 -0.65 0.02
C -0.13 0.10 0.18
C 1.10 -0.69 -0.23
C 2.41 -0.05 -0.23
O 2.10 -1.02 0.75
H -3.23 -0.58 0.13
H -2.43 0.75 1.06
H -2.04 1.10 -0.73
H -0.05 0.53 1.18
H -0.64 1.24 -0.50
H 0.92 -1.49 -0.94
H 2.47 0.97 0.14
H 3.15 -0.33 -0.98
```

Results
Total energy   -8368.462 eV
Gap between HOMO and LUMO   11.233 eV
ΔE to the lowest compared entry with this formula, charge and spin   111.2 kcal/mol
E_HOMO   -10.21 eV